(1)
Computed, not measured: 2 unconnected molecules or ions with the total composition C4H9NO2, with ωB97M-V/def2-TZVPD.

Structure (XYZ):
```
16
Properties=species:S:1:pos:R:3:forces:R:3
C -1.803008 0.112273 1.262235 0.3 -1.3 0.5
C -1.740204 -0.526624 -0.046116 0.1 0.3 -0.9
N -0.714489 -0.741367 -0.782978 -0.1 -0.6 0.1
C 0.548313 -0.427304 -0.272259 0.1 -0.1 0.3
O 0.868007 -0.390297 0.902763 -0.1 -0.1 -0.5
O 1.431069 -0.275610 -1.264388 -0.2 0.0 0.0
C 2.774269 -0.079609 -0.823242 0.3 0.1 0.0
H -0.971519 0.738087 1.584807 -0.2 -0.4 -0.2
H -2.777031 0.484497 1.607843 0.3 -0.6 -0.3
H -1.571764 -0.995802 1.507498 -0.4 1.1 1.9
H -2.687864 -0.983450 -0.334245 0.1 0.1 -0.4
H 3.375532 -0.030522 -1.730498 -0.1 0.0 0.1
H 2.863460 0.848097 -0.251465 0.0 -0.1 -0.1
H 3.099765 -0.911244 -0.191962 -0.1 0.1 -0.1
H -1.516318 1.782815 -0.315740 0.2 0.6 -0.3
H -1.178224 1.396055 -0.852254 -0.1 0.8 -0.1
```
Forces are in eV/Å.

Its energy relative to the best compared isomer or geometry (same formula, charge and spin) is 3.458 eV. The charge is 0. The total energy comes out at -362.95845 hartree. The frontier orbital gap comes out at 10.610 eV. As for the HOMO energy: -9.75 eV. As for the SMILES: C/C=N\C(=O)OC.[H][H].

Results of the Löwdin charge analysis, in e, for atoms 1 through 8: C -0.09; C -0.30; N 0.10; C -0.59; O 0.07; O -0.03; C -0.05; H 0.07

***

(2)
Computed, not measured: 4 unconnected molecules or ions with the total composition C4H14O2S, with ωB97M-V/def2-TZVPD.

Structure (XYZ):
```
21
Properties=species:S:1:pos:R:3:forces:R:3
C 2.092308 0.107633 -2.293135 -0.3 -0.1 0.1
C 0.568855 -0.052842 -2.164959 0.4 0.8 0.0
C 0.030776 0.650468 -0.923149 -0.3 -1.1 0.5
C -1.426611 0.293301 -0.628923 -0.5 1.1 0.3
S -2.012645 1.035840 0.956425 0.0 0.1 -0.1
H 2.591323 -0.451080 -1.498283 0.0 0.0 0.0
H 2.376077 1.157753 -2.189802 0.0 0.0 0.0
H 2.470452 -0.242704 -3.253708 0.0 -0.1 -0.1
H 0.066045 0.403505 -3.027499 0.1 -0.2 -0.1
H 0.300493 -1.103270 -2.130074 0.0 -0.3 0.0
H 0.617834 0.389746 -0.036407 0.1 0.0 -0.2
H 0.062587 1.728217 -1.026609 0.2 0.3 0.0
H -2.027283 0.742293 -1.428242 -0.1 -0.2 0.0
H -1.699234 -0.756163 -0.568735 0.6 -0.3 -0.2
H -0.266187 1.992283 2.035293 -0.1 0.0 -0.1
H 2.690558 -2.041720 1.530150 0.1 0.0 -0.1
H 1.250558 -1.543547 1.491991 0.0 0.2 -0.3
O 1.973650 -1.883867 0.910111 0.0 -0.2 0.2
H -0.685109 -1.425615 2.621025 0.1 0.0 0.0
H -0.501930 -0.029771 2.083482 0.3 -0.1 0.0
O 0.031076 -0.803700 2.443381 -0.5 0.0 0.1
```
Forces are in eV/Å.

Its energy relative to the best compared isomer or geometry (same formula, charge and spin) is 0.002 eV. The charge is -1. The total energy comes out at -709.42468 hartree. The frontier orbital gap (spin up / spin down) comes out at 6.030 / 7.159 eV. As for the HOMO energy (spin up / spin down): -2.29 / -3.43 eV. The multiplicity is 2.

Results of the Löwdin charge analysis, in e, for atoms 1 through 8: C -0.12; C -0.28; C -0.33; C -0.68; S 0.25; H 0.06; H 0.07; H 0.05

***

(3)
Computed, not measured: C3H7NS in the gas phase, with ωB97M-V/def2-TZVPD.

Structure (XYZ):
```
12
Properties=species:S:1:pos:R:3:forces:R:3
C 1.666254 0.949500 0.281830 0.1 0.0 -0.1
C 0.406292 1.095864 -0.075770 -2.5 -2.5 0.2
N -0.643135 -0.006168 -0.080706 2.1 2.8 0.0
C -0.302890 -1.386798 0.122262 -0.1 -0.3 0.0
S -2.246280 0.462333 0.037749 0.1 -0.1 -0.2
H 2.328856 1.794973 0.246473 0.1 0.2 0.0
H 2.081407 0.017210 0.614720 0.1 -0.2 0.1
H -0.042261 2.027325 -0.371982 0.0 0.2 -0.1
H -0.656362 -1.758724 1.089471 0.1 0.0 0.0
H -0.763092 -1.986899 -0.670105 0.1 -0.1 0.1
H 0.776022 -1.514984 0.064102 0.0 0.0 0.0
H -2.604807 0.306369 -1.258046 -0.1 0.0 0.1
```
Forces are in eV/Å.

Its energy relative to the best compared isomer or geometry (same formula, charge and spin) is 1.401 eV. The charge is 0. The total energy comes out at -571.38744 hartree. The frontier orbital gap comes out at 9.260 eV. As for the HOMO energy: -8.37 eV. As for the SMILES: C=CN(C)S.

Results of the Löwdin charge analysis, in e, for atoms 1 through 8: C -0.02; C -0.20; N -0.63; C -0.17; S 0.76; H 0.05; H 0.04; H 0.08

***

(4)
Computed, not measured: 2 unconnected molecules or ions with the total composition C3H7O2S, with ωB97M-V/def2-TZVPD.

Structure (XYZ):
```
13
Properties=species:S:1:pos:R:3:forces:R:3
C -1.024184 0.975518 -0.597733 -1.8 -0.5 0.8
S -1.985703 -0.613112 -0.250974 1.0 0.4 0.5
C -0.791848 -1.522338 0.844849 1.5 -0.5 -0.6
H -0.252619 0.744566 -1.279288 1.0 -0.1 -0.4
H -0.708688 1.589300 0.256948 0.2 -0.8 0.0
H -1.771831 1.595318 -1.081056 -0.2 0.0 -0.4
H -0.907829 -1.114321 1.844173 0.1 0.0 0.2
H -0.952628 -2.667535 0.931374 0.0 2.0 -0.6
H 0.298080 -1.305887 0.477303 -2.0 -0.6 0.5
O 2.265783 -0.465146 -0.981251 -0.4 1.8 1.0
C 2.043820 0.595176 -0.294348 0.0 -0.3 -1.4
O 1.906324 1.798519 -0.672678 0.4 -1.6 0.5
H 1.881325 0.389942 0.802685 0.2 0.2 0.0
```
Forces are in eV/Å.

Its energy relative to the best compared isomer or geometry (same formula, charge and spin) is 1.025 eV. The charge is -1. The total energy comes out at -667.20560 hartree. The frontier orbital gap comes out at 7.588 eV. As for the HOMO energy: -4.26 eV.

Results of the Löwdin charge analysis, in e, for atoms 1 through 8: C -0.39; S 0.64; C -0.45; H -0.01; H 0.05; H 0.01; H -0.01; H 0.05